DFT (ωB97M-V/def2-TZVPD) results for 15 unconnected molecules or ions with the total composition C17H64N20O15 at a distorted geometry.

```
116
Properties=species:S:1:pos:R:3:forces:R:3:lowdin_charge:R:1
C 6.056 12.167 -1.647 -0.233 0.411 0.186 -0.082
C 4.673 12.736 -1.875 0.107 1.165 -0.060 -0.324
O 4.755 14.144 -1.693 0.631 -0.064 0.480 -0.083
H 6.069 11.160 -2.027 0.177 -0.571 0.086 0.063
H 6.324 12.206 -0.606 0.307 -0.148 0.462 0.067
H 6.782 12.758 -2.225 -0.305 -0.117 0.204 0.090
H 3.808 12.380 -1.273 0.777 -0.455 -0.457 0.125
H 4.571 12.585 -2.934 -0.987 -0.436 -0.732 0.077
H 3.953 14.574 -1.986 -0.458 0.167 -0.095 0.033
C 5.141 17.067 -0.642 -0.186 0.441 1.437 -0.080
C 3.894 16.891 0.303 0.807 1.600 -1.482 -0.307
O 4.330 16.797 1.662 -1.097 -1.030 -0.305 -0.085
H 5.800 16.190 -0.666 -0.482 0.146 -0.016 0.068
H 5.769 17.908 -0.256 -0.492 -0.500 -0.068 0.078
H 4.847 17.347 -1.640 -0.181 -0.213 -0.340 0.028
H 3.226 16.077 0.011 0.462 -0.400 -0.003 0.097
H 3.218 17.781 0.202 0.673 -0.275 0.023 0.085
H 3.682 16.138 1.960 0.672 0.336 0.781 0.081
C 6.595 19.018 -4.226 5.079 -4.796 3.206 -0.625
O 7.375 18.085 -3.536 -4.151 4.573 -3.167 -0.138
N 6.673 19.082 -5.540 0.600 0.095 -2.146 0.127
N 5.804 19.911 -3.727 -2.538 1.288 3.244 0.182
H 7.357 18.466 -5.884 0.805 -0.613 -0.908 0.106
H 6.174 19.749 -6.157 0.826 -0.754 1.057 0.089
H 5.400 19.730 -2.784 0.909 0.204 -1.511 0.092
H 5.136 20.429 -4.317 0.335 -0.248 0.468 0.064
C 2.132 17.282 -3.624 5.531 -2.831 4.958 -0.597
O 2.799 16.393 -2.824 -2.523 4.549 -3.197 -0.067
N 2.395 18.576 -3.762 1.415 1.620 2.492 0.172
N 1.272 16.910 -4.477 -4.712 -3.031 -3.074 0.126
H 3.018 18.914 -3.046 0.404 0.163 0.021 0.065
H 2.085 19.295 -4.438 -0.297 -1.101 0.146 0.066
H 1.017 15.899 -4.461 -0.168 0.980 0.322 0.104
H 0.449 17.578 -4.380 0.968 -1.522 -0.432 0.065
C -0.377 13.276 -6.367 5.219 5.198 -0.376 -0.646
O 0.435 14.396 -6.429 -3.186 -4.364 0.273 -0.130
N -0.021 12.140 -5.883 3.262 -2.034 2.317 0.164
N -1.521 13.268 -6.931 -5.354 1.314 -2.941 0.151
H 0.955 12.153 -5.379 -2.039 0.021 -0.928 0.046
H -0.702 11.603 -5.394 -0.593 -0.487 -0.024 0.106
H -1.738 14.148 -7.440 -0.105 -1.555 0.404 0.113
H -2.153 12.433 -7.012 1.351 1.441 0.068 0.161
C 0.595 19.936 -7.081 3.211 -0.317 6.283 -0.509
O 1.241 19.853 -5.791 -4.048 0.753 -6.839 -0.158
N 0.966 19.138 -8.052 1.239 -1.094 -3.576 0.124
N -0.433 20.686 -7.386 -2.323 2.264 0.736 0.192
H 1.703 18.430 -7.979 0.251 0.671 0.632 0.088
H 0.596 19.231 -9.030 0.358 0.143 1.557 0.170
H -0.882 21.253 -6.624 0.791 -0.820 -1.395 0.154
H -0.891 20.654 -8.332 0.670 -0.068 1.760 0.156
C -1.923 18.175 -3.674 -1.928 4.956 4.040 -0.586
O -2.203 18.991 -2.648 1.656 -3.887 -4.387 -0.061
N -2.702 17.184 -4.054 -4.556 -1.727 2.133 0.138
N -0.922 18.327 -4.529 1.061 0.939 -1.155 0.153
H -3.607 17.095 -3.486 1.927 0.152 -1.385 0.186
H -2.664 16.784 -4.985 -0.270 0.372 0.093 0.066
H -0.423 19.188 -4.472 0.452 0.712 -0.144 0.094
H -0.848 17.835 -5.452 -0.577 0.948 1.205 0.091
C 3.900 17.263 -6.908 5.581 -1.610 -4.286 -0.622
O 4.855 17.020 -7.853 -4.459 1.352 4.100 -0.110
N 2.634 16.963 -7.052 -5.075 -1.654 -1.593 0.119
N 4.147 17.836 -5.750 -0.620 0.438 2.001 0.160
H 2.268 16.474 -7.914 1.197 0.528 1.564 0.151
H 1.953 16.968 -6.211 1.797 0.033 -1.372 0.087
H 5.094 17.889 -5.453 0.822 -0.106 0.078 0.078
H 3.409 18.027 -5.015 1.404 -0.321 -1.345 0.084
C 1.270 23.845 -4.965 4.797 2.390 -5.084 -0.611
O 2.263 24.302 -5.836 -4.411 -1.581 3.707 -0.151
N 0.066 24.371 -5.005 -3.195 1.902 0.189 0.140
N 1.461 22.828 -4.231 1.598 -2.931 2.129 0.186
H 0.036 25.075 -5.726 -0.469 0.281 0.284 0.106
H -0.730 24.326 -4.292 2.147 -0.106 -1.475 0.158
H 2.326 22.260 -4.364 -0.175 0.219 0.001 0.070
H 0.695 22.398 -3.759 -0.317 -0.144 0.206 0.108
C 4.009 21.359 -6.162 -1.096 -0.409 5.423 -0.603
O 3.609 21.227 -4.843 1.281 0.586 -5.111 -0.140
N 4.056 22.447 -6.806 -1.354 5.513 -0.620 0.198
N 4.559 20.380 -6.788 0.753 -4.774 -1.702 0.144
H 3.544 23.203 -6.288 0.190 0.295 -0.857 0.082
H 4.361 22.615 -7.782 -0.411 -0.624 1.374 0.153
H 4.290 19.468 -6.400 0.300 0.012 -0.283 0.058
H 4.781 20.348 -7.793 -0.403 0.462 0.943 0.156
C 2.147 13.179 -3.786 -3.368 4.088 7.294 -0.589
O 1.435 13.235 -2.577 3.938 -0.670 -6.300 -0.088
N 2.157 12.147 -4.548 -0.340 -6.632 -0.521 0.126
N 2.772 14.184 -4.349 0.197 1.896 1.072 0.202
H 1.915 11.294 -4.044 -0.073 0.158 0.010 0.158
H 2.886 11.933 -5.184 1.021 0.480 -0.495 0.142
H 2.699 15.043 -3.798 0.501 0.426 0.191 0.042
H 2.853 14.281 -5.341 0.055 -0.308 -0.372 0.111
C -1.712 16.920 -7.320 -3.611 4.166 -5.241 -0.637
O -2.320 17.779 -8.224 2.022 -4.247 4.318 -0.128
N -2.293 15.950 -6.632 -4.240 -0.679 -0.840 0.121
N -0.470 17.064 -7.109 5.580 1.643 0.926 0.138
H -1.860 15.309 -5.985 0.496 0.010 -0.089 0.080
H -3.241 15.767 -7.032 1.075 -0.107 1.037 0.165
H -0.033 17.937 -7.561 -0.842 -2.176 0.903 0.078
H 0.114 16.456 -6.470 -1.207 0.271 -1.365 0.090
C -1.433 14.231 -2.771 -0.829 -0.662 -0.571 -0.140
O -0.937 15.257 -3.619 0.751 -0.372 -0.146 -0.158
H -0.985 14.077 -1.799 0.958 0.247 -0.191 0.072
H -1.528 13.254 -3.309 0.301 0.732 0.372 0.081
H -2.412 14.585 -2.543 -1.365 -0.304 0.431 0.060
H -1.638 15.932 -3.633 0.544 -0.364 0.240 -0.007
C 2.663 20.680 -1.562 -0.002 -1.312 1.503 -0.096
O 3.820 19.862 -1.802 0.992 1.009 0.884 -0.206
H 2.067 20.839 -2.457 0.093 -0.444 -0.059 0.051
H 3.000 21.639 -1.237 -0.070 0.782 0.450 0.079
H 2.116 20.115 -0.746 -0.030 1.124 -0.963 0.106
H 4.551 20.188 -1.206 -1.322 -0.691 -0.749 0.135
C 0.324 17.219 -0.895 0.903 -1.157 -0.962 -0.159
O -0.633 16.430 -0.234 -0.525 0.274 0.604 -0.087
H -0.051 18.070 -1.390 -1.070 0.942 -0.793 0.052
H 0.811 16.562 -1.607 0.104 0.024 -0.316 0.062
H 1.134 17.625 -0.330 0.360 -0.092 1.381 0.050
H -1.491 16.835 -0.384 -0.020 0.033 0.155 0.072
```
Forces are in eV/Å.

Values from the calculation:
**Energy above the lowest of the compared OMol25 structures with the same formula, charge and spin**: 0.000 eV
**Total energy**: -79178.710 eV
**E_LUMO**: -0.31 eV
**E_HOMO**: -0.303 Eh
**Orbital gap**: 0.291 hartree